# 1
The following is a quantum chemistry calculation of a molecular structure, C46H59N9O5PSeZr in a non-equilibrium geometry, from OMol25.

Geometry as XYZ:
```
122
C46H59N9O5PSeZr | OMol25 | wB97M-V/def2-TZVPD
Zr -0.0989 0.0610 0.0037
O -1.9135 -5.9145 -3.7122
C -2.7077 -5.0046 -3.4068
O -3.9282 -4.9242 -3.6561
C -2.1134 -3.8317 -2.6209
C -2.8990 -2.7522 -2.2182
C -2.3373 -1.7235 -1.5166
N -1.0092 -1.6390 -1.1501
C -0.2718 -2.7019 -1.5542
C -0.7902 -3.7874 -2.2763
C 1.1307 -2.6660 -1.1952
C 2.0873 -3.6513 -1.5141
C 3.3752 -3.4812 -1.1178
C 3.7190 -2.3153 -0.3969
C 2.7497 -1.3923 -0.1189
N 1.4462 -1.5506 -0.5068
C -3.1555 -0.5710 -1.0771
C -4.5207 -0.3697 -1.3035
C -5.1141 0.7751 -0.8201
C -4.3339 1.6999 -0.1245
C -3.0083 1.4030 0.0329
N -2.4064 0.3034 -0.4186
H -3.9486 -2.7616 -2.4767
H -0.1663 -4.6152 -2.5793
H 1.8144 -4.5377 -2.0693
H 4.1221 -4.2298 -1.3558
H 4.7348 -2.1545 -0.0757
H 2.9463 -0.4987 0.4141
H -5.1091 -1.0941 -1.8465
H -6.1701 0.9515 -0.9819
H -4.7516 2.6168 0.2723
H -2.3693 2.0249 0.5108
O -0.8896 -1.4284 1.4585
H -0.6376 -2.3577 1.5314
H -1.5522 -1.2878 2.1467
O 1.2860 0.1359 -1.2597
C -2.9546 5.9323 -6.3147
C -2.5387 4.9715 -5.2265
C -1.9125 3.7731 -5.5282
C -1.5296 2.8896 -4.5262
C -0.8527 1.6004 -4.9001
C -1.7758 3.2044 -3.1793
Se -1.2121 1.9100 -1.8524
C -2.4107 4.4193 -2.8673
C -2.7296 4.8748 -1.4688
C -2.7804 5.2799 -3.8981
H -2.6976 5.5506 -7.3038
H -2.4535 6.8942 -6.1784
H -4.0352 6.0935 -6.2807
H -1.7180 3.5210 -6.5651
H -0.7370 1.5095 -5.9823
H -1.4425 0.7501 -4.5490
H 0.1402 1.5508 -4.4461
H -2.4201 4.1712 -0.7098
H -3.8091 5.0251 -1.3659
H -2.2264 5.8246 -1.2649
H -3.2709 6.2185 -3.6546
N -3.1700 5.3671 4.0922
C -2.4953 4.2467 4.4471
O -2.3179 3.9888 5.6262
C -1.9647 3.3199 3.3930
C -1.2717 2.1775 3.8037
C -0.7563 1.2867 2.8732
N -0.9297 1.5165 1.5483
C -1.5856 2.6077 1.1375
C -2.1198 3.5407 2.0604
H -3.5189 5.9770 4.8099
H -3.3418 5.6237 3.1372
H -1.1392 2.0008 4.8548
H -0.1930 0.4041 3.1964
H -1.6900 2.7969 0.0540
H -2.6375 4.4017 1.6573
N 1.6422 0.1089 1.5465
P 2.7443 0.3164 2.6673
N 3.4619 -1.1450 3.1875
C 2.5873 -2.3040 3.4501
C 2.6975 -3.4346 2.4513
C 4.1184 -4.0144 2.4459
C 5.1314 -3.0060 3.0138
C 4.7775 -1.5553 2.6811
N 2.0991 0.9452 4.0779
C 2.8397 1.6878 5.0904
C 3.3197 0.8026 6.2394
C 2.1198 0.1455 6.9235
C 1.2455 -0.5610 5.8863
C 0.9476 0.3421 4.6877
N 3.8561 1.3505 2.0010
C 5.1064 1.7465 2.6472
C 6.3049 1.6466 1.7143
C 6.1424 2.5401 0.4743
C 4.6790 2.9324 0.2410
C 3.7114 1.8135 0.6068
H 1.5459 -1.9878 3.4990
H 2.8319 -2.6966 4.4468
H 2.4435 -3.0755 1.4653
H 1.9713 -4.2187 2.6874
H 4.3911 -4.2953 1.4289
H 4.1566 -4.9329 3.0381
H 6.1306 -3.2306 2.6347
H 5.1762 -3.1205 4.1012
H 4.8196 -1.4124 1.6060
H 5.5554 -0.9262 3.1258
H 2.1880 2.4745 5.4968
H 3.6816 2.2277 4.6613
H 3.8748 1.4064 6.9642
H 4.0068 0.0373 5.8650
H 1.5319 0.9126 7.4405
H 2.4534 -0.5655 7.6834
H 0.3057 -0.8816 6.3475
H 1.7552 -1.4672 5.5604
H 0.3008 1.1363 5.0117
H 0.3737 -0.2243 3.9070
H 5.2937 1.1332 3.5320
H 5.0245 2.7824 3.0069
H 6.4397 0.6096 1.3953
H 7.2152 1.9196 2.2541
H 6.5304 2.0170 -0.4028
H 6.7482 3.4436 0.5829
H 4.5312 3.2092 -0.8028
H 4.4451 3.8226 0.8341
H 3.8614 0.9757 -0.0758
H 2.6984 2.1766 0.4468
```

Output
Charge = -1
Orbital gap = 5.1 eV
DFT total energy = -5447.032153 hartree
ΔE to the lowest compared entry with this formula, charge and spin = 201.63 kcal per mole
LUMO energy = 1.327 eV

These are the Mulliken partial charges, in e, on atoms 1 to 99: Zr 0.370; O -0.744; C 0.530; O -0.747; C -1.119; C -1.113; C 1.005; N 1.088; C 0.964; C -1.135; C -0.298; C -0.871; C -1.503; C -0.665; C -0.040; N 1.637; C -0.607; C -0.955; C -1.068; C -0.562; C 1.293; N 0.315; H 0.706; H 0.710; H 0.494; H 0.403; H 0.686; H -0.808; H 0.511; H 0.444; H 0.552; H -1.085; O -0.191; H 0.321; H 0.302; O -0.975; C -1.539; C 0.869; C -1.072; C 0.538; C -1.684; C 0.062; Se 0.893; C 1.179; C -0.553; C -1.007; H 0.328; H 0.328; H 0.330; H 0.237; H 0.407; H 0.308; H 0.327; H -0.607; H 0.387; H 0.490; H 0.399; N -0.298; C 0.382; O -0.661; C 0.519; C -1.392; C -0.327; N 1.276; C 0.713; C -1.755; H 0.233; H 0.168; H 1.082; H -0.505; H -0.413; H 0.422; N 0.602; P -2.559; N 1.148; C -0.719; C 0.357; C -0.954; C -1.296; C 0.018; N 0.709; C -0.664; C -0.537; C -1.095; C -0.575; C -0.130; N 1.116; C -0.889; C -0.767; C -0.704; C -1.206; C 0.205; H 0.119; H 0.369; H -0.612; H 0.605; H 0.341; H 0.360; H 0.510



# 2
The following is a quantum chemistry calculation of 2 unconnected molecules or ions with the total composition C46H60N5O2 in a non-equilibrium geometry, from OMol25.

Geometry as XYZ:
```
113
C46H60N5O2 | OMol25 | wB97M-V/def2-TZVPD
C 6.0081 1.4154 -4.8872
N 5.2431 0.2956 -4.3349
C 4.8615 -0.7687 -5.2657
C 4.9796 0.2085 -3.0521
H 5.9116 1.3770 -5.9780
H 5.6154 2.3721 -4.5130
H 7.0760 1.3391 -4.6218
H 5.0769 -0.4119 -6.2797
H 5.4322 -1.6924 -5.0773
H 3.7856 -0.9900 -5.1841
H 4.7322 -0.7656 -2.6222
H 5.1630 1.0797 -2.4159
C -0.5959 0.9625 -2.8381
C 0.8921 1.2435 -2.9876
C 1.5953 -0.1130 -2.9717
C 1.0702 1.8815 -4.3751
C 1.5261 2.1567 -1.8818
C 2.6969 2.8264 -2.2403
C 3.2664 3.7981 -1.4352
C 2.7118 4.0630 -0.1917
C 1.6530 3.3175 0.3047
C 1.1970 3.5803 1.7820
C -0.2592 4.0501 1.8362
C 1.9705 4.7183 2.4658
C 1.4856 2.3323 2.6205
C 1.0753 2.3379 -0.5535
N 0.0251 1.4775 -0.0436
C 0.1183 0.1795 0.4058
C 1.3387 -0.4841 0.4137
C 1.5993 -1.7468 1.0828
C 1.1732 -1.9321 2.4242
C 1.1347 -3.1865 2.9923
C 1.6116 -4.2861 2.2399
N 1.1087 -5.5729 2.5627
O 1.4244 -6.5513 1.8521
O 0.3254 -5.6616 3.5396
C 2.3086 -4.0868 1.0292
C 2.3264 -2.8163 0.4708
N -1.2125 -0.2251 0.6273
C -1.7050 -1.4158 1.2903
C -2.0158 -1.4027 2.6801
C -2.1274 -0.2100 3.6974
C -3.5677 -0.1665 4.2439
C -1.8092 1.1728 3.1777
C -1.1801 -0.4620 4.8831
C -2.3227 -2.6236 3.2988
C -2.2902 -3.8201 2.6121
C -2.0723 -3.8065 1.2456
C -1.8983 -2.6119 0.5421
C -1.9197 -2.7096 -1.0264
C -2.3525 -4.1012 -1.5091
C -0.5128 -2.4816 -1.5525
C -2.8741 -1.7065 -1.6731
C -2.0313 0.8484 0.2280
C -3.4930 0.9022 0.1870
C -4.3919 -0.0004 0.8086
C -5.7649 0.1219 0.5929
C -6.2758 1.1429 -0.2194
C -5.3939 2.0486 -0.8281
C -4.0230 1.9547 -0.6066
N -1.2952 1.8719 -0.1799
H -1.1988 1.8651 -2.7065
H -0.9581 0.4445 -3.7402
H -0.7889 0.2809 -2.0073
H 2.6642 -0.0274 -3.1972
H 1.5228 -0.5552 -1.9696
H 1.1313 -0.8038 -3.6942
H 2.1156 1.9317 -4.6952
H 0.5466 1.2892 -5.1369
H 0.6525 2.8951 -4.3895
H 3.1738 2.6090 -3.1957
H 4.1400 4.3502 -1.7757
H 3.1456 4.8564 0.4115
H -0.9560 3.4137 1.2937
H -0.5867 4.1301 2.8808
H -0.3233 5.0484 1.3850
H 3.0444 4.5185 2.5409
H 1.8214 5.6760 1.9562
H 1.5912 4.8360 3.4905
H 2.5707 2.2273 2.7679
H 1.0072 2.3938 3.6078
H 1.1645 1.4151 2.1194
H 2.1698 0.0681 -0.0257
H 0.8529 -1.0475 2.9834
H 0.6934 -3.3714 3.9706
H 2.7672 -4.9475 0.5484
H 2.8556 -2.6291 -0.4687
H -3.8429 -1.0852 4.7723
H -3.6653 0.6662 4.9523
H -4.2905 -0.0045 3.4362
H -0.8406 1.2028 2.6709
H -2.5854 1.5650 2.5134
H -1.7432 1.8661 4.0308
H -0.1308 -0.3849 4.5742
H -1.3640 0.2943 5.6604
H -1.3226 -1.4477 5.3388
H -2.5833 -2.6411 4.3591
H -2.4257 -4.7618 3.1367
H -2.0813 -4.7657 0.7267
H -3.3482 -4.3631 -1.1355
H -2.4011 -4.1135 -2.6055
H -1.6369 -4.8773 -1.2141
H -0.1176 -1.5473 -1.1588
H 0.1626 -3.2772 -1.2186
H -0.4980 -2.4325 -2.6490
H -2.5425 -0.6783 -1.5276
H -2.9202 -1.8850 -2.7569
H -3.8851 -1.7987 -1.2634
H -4.0090 -0.7986 1.4454
H -6.4410 -0.5980 1.0623
H -7.3537 1.2327 -0.3716
H -5.7698 2.8377 -1.4807
H -3.3181 2.6627 -1.0431
```

Output
Charge = +1
Orbital gap = 4.1 eV
DFT total energy = -2212.695226 hartree
LUMO energy = -4.972 eV

These are the Mulliken partial charges, in e, on atoms 1 to 99: C -0.743; N 0.229; C -0.681; C -0.716; H 0.290; H 0.330; H 0.347; H 0.292; H 0.350; H 0.293; H 0.490; H 0.415; C -1.275; C 2.665; C 0.521; C -2.147; C 0.204; C -0.312; C -1.802; C -0.308; C -0.403; C 2.578; C -1.175; C -2.427; C -0.989; C -1.091; N 2.014; C -0.147; C -0.650; C -0.586; C 0.265; C -0.069; C -0.512; N 1.088; O -0.637; O -0.603; C -0.695; C -0.358; N 2.242; C -2.043; C 1.367; C 2.394; C -1.733; C -1.554; C -1.838; C -0.589; C -1.566; C -0.026; C -0.278; C 2.307; C -2.460; C -1.025; C -1.028; C 0.030; C 1.644; C -0.317; C -1.332; C -0.694; C -0.893; C -1.515; N -1.874; H 0.376; H 0.540; H -0.350; H -1.528; H -0.157; H 0.666; H 0.325; H 0.480; H 0.420; H 0.397; H 0.411; H 0.512; H -0.080; H 0.414; H 0.481; H 0.524; H 0.468; H 0.427; H 0.479; H 0.465; H -0.224; H 1.016; H 0.204; H 0.455; H 0.478; H 0.249; H 0.356; H 0.454; H 0.414; H -0.493; H 0.098; H 0.903; H 0.335; H 0.525; H 0.339; H 0.470; H 0.398; H 0.347